C4H14N2 | ωB97M-V with the def2-TZVPD basis set

As for the spin multiplicity: 2. Its charge is +1. For the LUMO energy (alpha / beta), the calculation gives -3.52 / -7.90 eV. The energy relative to the best compared isomer or geometry (same formula, charge and spin) comes out at 0.423 eV. The calculation puts the total energy at -269.96303 Ha. The frontier orbital gap (alpha / beta) is 7.176 / 2.794 eV. As for the highest occupied orbital energy (alpha / beta): -10.7 / -10.7 eV.

Each line ends with the Mulliken spin population.
Atoms and positions in Å:
1 C 0.3789 -4.6261 -0.0494  0.000
2 C 0.7471 -5.1158 -1.4672  0.000
3 N 0.9589 -6.5484 -1.5885  0.000
4 H 0.5123 -3.5597 0.0862  0.000
5 H 0.9384 -5.1843 0.7166  0.000
6 H -0.6323 -4.9313 0.2167  0.000
7 H 1.5779 -4.5073 -1.8062  0.000
8 H -0.1012 -4.8491 -2.0859  0.000
9 H 0.3929 -7.0167 -0.8755  0.000
10 H 1.8992 -6.7962 -1.2876  0.000
11 C 0.2270 4.7342 0.1227  0.015
12 N -0.9508 4.8543 0.8792  0.781
13 C -1.4668 6.0868 1.3651  0.020
14 H 0.3888 5.6923 -0.3837  0.020
15 H 0.2922 3.8236 -0.4509  0.013
16 H 1.0710 4.8040 0.8311  0.090
17 H -1.3421 3.9866 1.2485  -0.031
18 H -1.0355 6.8946 0.7821  0.000
19 H -2.5574 6.0891 1.3017  0.038
20 H -1.2987 6.1694 2.4452  0.055